{"formula": "C99H219N9O15", "method": "ωB97M-V/def2-TZVPD", "gap_ha": 0.293, "spin_multiplicity": 1, "relative_energy_ev": 5.8265, "homo_energy_ev": -7.728, "total_charge": 0, "symbols": ["O", "O", "O", "O", "O", "O", "O", "O", "O", "O", "O", "O", "O", "O", "O", "N", "N", "N", "N", "N", "N", "N", "N", "N", "C", "C", "C", "C", "C", "C", "C", "C", "C", "C", "C", "C", "C", "C", "C", "C", "C", "C", "C", "C", "C", "C", "C", "C", "C", "C", "C", "C", "C", "C", "C", "C", "C", "C", "C", "C", "C", "C", "C", "C", "C", "C", "C", "C", "C", "C", "C", "C", "C", "C", "C", "C", "C", "C", "C", "C", "C", "C", "C", "C", "C", "C", "C", "C", "C", "C", "C", "C", "C", "C", "C", "C", "C", "C", "C", "C", "C", "C", "C", "C", "C", "C", "C", "C", "C", "C", "C", "C", "C", "C", "C", "C", "C", "C", "C", "C", "C", "C", "C", "H", "H", "H", "H", "H", "H", "H", "H", "H", "H", "H", "H", "H", "H", "H", "H", "H", "H", "H", "H", "H", "H", "H", "H", "H", "H", "H", "H", "H", "H", "H", "H", "H", "H", "H", "H", "H", "H", "H", "H", "H", "H", "H", "H", "H", "H", "H", "H", "H", "H", "H", "H", "H", "H", "H", "H", "H", "H", "H", "H", "H", "H", "H", "H", "H", "H", "H", "H", "H", "H", "H", "H", "H", "H", "H", "H", "H", "H", "H", "H", "H", "H", "H", "H", "H", "H", "H", "H", "H", "H", "H", "H", "H", "H", "H", "H", "H", "H", "H", "H", "H", "H", "H", "H", "H", "H", "H", "H", "H", "H", "H", "H", "H", "H", "H", "H", "H", "H", "H", "H", "H", "H", "H", "H", "H", "H", "H", "H", "H", "H", "H", "H", "H", "H", "H", "H", "H", "H", "H", "H", "H", "H", "H", "H", "H", "H", "H", "H", "H", "H", "H", "H", "H", "H", "H", "H", "H", "H", "H", "H", "H", "H", "H", "H", "H", "H", "H", "H", "H", "H", "H", "H", "H", "H", "H", "H", "H", "H", "H", "H", "H", "H", "H", "H", "H", "H", "H", "H", "H", "H", "H", "H", "H", "H", "H", "H", "H", "H", "H", "H", "H", "H", "H", "H", "H", "H", "H", "H", "H", "H", "H", "H", "H", "H", "H", "H", "H", "H", "H"], "coordinates": [[-13.140, 23.087, -11.407], [-2.439, 13.872, -9.856], [-3.646, 24.597, -16.095], [0.635, 14.764, -17.163], [-6.910, 13.714, -11.355], [-11.841, 16.735, -6.322], [-5.822, 15.344, -22.034], [-14.314, 18.888, -13.236], [-7.678, 15.768, -13.148], [-2.506, 21.841, -9.842], [-8.905, 15.939, -15.953], [-0.928, 22.930, -16.872], [-4.634, 11.618, -10.994], [-9.498, 17.941, -18.026], [-5.186, 22.262, -9.662], [-5.411, 22.461, -8.282], [-7.099, 17.063, -13.124], [-4.280, 25.273, -15.046], [-9.159, 19.249, -17.581], [-5.904, 14.188, -21.155], [-4.639, 11.101, -12.229], [-1.234, 21.693, -16.256], [-13.542, 17.794, -12.845], [-12.071, 23.824, -11.648], [-10.594, 18.482, -7.554], [-11.265, 17.099, -7.566], [-5.859, 19.467, -12.237], [-12.684, 16.336, -11.018], [-5.395, 9.264, -13.776], [-4.919, 26.156, -12.261], [1.121, 20.767, -15.855], [-8.198, 13.142, -21.979], [-4.797, 15.459, -19.247], [-5.613, 17.115, -13.136], [-13.565, 16.626, -13.773], [-2.353, 19.500, -16.372], [-12.028, 24.918, -10.619], [-11.125, 22.504, -13.523], [-4.972, 9.686, -12.353], [-1.477, 19.042, -15.242], [-9.515, 14.652, -15.829], [-1.786, 15.142, -9.682], [-7.651, 21.212, -8.226], [-5.102, 16.528, -11.818], [-3.371, 26.216, -14.344], [-0.935, 20.588, -8.524], [-11.612, 24.477, -9.216], [-3.281, 21.501, -17.557], [-7.989, 18.032, -12.449], [-5.762, 24.152, -6.432], [-1.060, 15.159, -15.565], [-4.053, 26.969, -13.188], [-5.098, 18.583, -13.202], [-7.252, 15.241, -19.388], [-12.817, 18.888, -10.798], [-10.835, 23.200, -12.145], [-2.258, 11.442, -13.143], [-7.394, 20.968, -17.187], [-9.862, 24.346, -12.550], [-5.479, 19.995, -7.717], [-0.042, 22.327, -14.173], [-10.072, 22.264, -11.177], [-5.221, 24.461, -14.242], [-8.276, 17.799, -10.957], [-10.468, 20.623, -19.332], [-5.941, 12.744, -23.105], [-12.881, 15.083, -11.836], [-6.396, 21.697, -6.120], [-3.726, 11.845, -13.186], [-5.151, 16.394, -14.428], [-6.720, 23.156, -5.778], [-13.527, 17.579, -11.352], [-11.002, 25.947, -11.102], [-6.102, 9.276, -11.354], [-8.185, 13.094, -11.273], [-8.475, 13.482, -15.980], [-6.806, 12.065, -19.285], [-7.358, 19.465, -12.585], [-0.416, 15.636, -16.873], [-3.025, 27.287, -15.395], [-10.588, 14.628, -16.923], [-7.328, 19.529, -19.305], [-4.420, 9.839, -14.827], [-0.866, 20.139, -14.416], [-1.039, 20.436, -18.365], [-6.822, 18.573, -16.989], [-7.721, 19.555, -17.801], [-1.489, 20.858, -9.928], [-0.839, 15.263, -10.924], [-14.989, 17.523, -10.726], [-14.985, 16.089, -13.946], [-12.952, 17.048, -15.129], [-6.655, 13.034, -21.739], [-5.803, 13.165, -18.804], [-13.375, 25.597, -10.578], [-11.590, 19.753, -17.217], [-0.995, 15.068, -8.334], [-3.768, 13.348, -12.970], [-1.980, 20.797, -17.159], [-10.275, 16.016, -7.907], [-6.298, 23.942, -15.184], [-10.261, 20.240, -17.827], [-4.167, 11.430, -14.643], [-5.943, 25.316, -13.130], [-4.511, 23.214, -13.533], [-6.231, 21.349, -7.654], [-8.104, 12.365, -9.932], [-6.427, 11.737, -20.801], [-12.721, 15.442, -13.309], [-5.593, 23.884, -8.023], [-8.548, 22.070, -17.345], [-1.946, 19.650, -10.748], [-9.611, 25.455, -11.522], [-2.134, 25.497, -13.746], [-9.928, 21.477, -16.992], [-5.948, 14.477, -19.710], [-4.347, 24.751, -8.495], [-8.370, 12.174, -12.480], [-3.729, 8.835, -11.867], [-6.762, 24.486, -8.702], [-1.360, 15.507, -18.105], [-9.359, 18.078, -13.209], [-0.267, 21.269, -15.256], [-0.445, 14.263, -11.106], [-3.394, 19.591, -16.062], [-1.262, 14.089, -15.532], [-6.203, 19.213, -7.489], [-6.737, 11.144, -18.706], [-4.793, 9.593, -15.822], [-5.542, 16.826, -15.350], [-10.867, 26.767, -10.397], [-1.726, 20.529, -13.873], [-2.861, 8.951, -12.516], [-8.542, 22.495, -18.349], [-1.027, 22.571, -13.777], [-4.706, 27.801, -13.451], [-11.799, 19.037, -11.160], [-2.755, 19.124, -10.243], [0.562, 22.022, -13.318], [-4.251, 22.049, -9.614], [-15.418, 18.525, -10.748], [-7.851, 12.361, -19.197], [-10.043, 18.735, -12.671], [-0.657, 18.369, -15.493], [-3.901, 21.750, -16.696], [-3.960, 11.103, -10.545], [-2.501, 15.962, -9.615], [-15.661, 16.686, -10.916], [-8.421, 14.150, -22.331], [-8.532, 16.227, -15.117], [-3.033, 22.438, -18.057], [-1.723, 20.178, -7.892], [-13.047, 16.261, -15.877], [-11.404, 23.127, -14.372], [-5.387, 11.434, -20.921], [-7.022, 9.730, -11.722], [-8.969, 25.051, -10.739], [-5.408, 26.934, -11.674], [-1.393, 15.546, -11.819], [-7.122, 10.967, -21.137], [-3.503, 9.252, -14.783], [-13.337, 19.791, -11.116], [-9.958, 14.569, -17.811], [-2.744, 28.250, -14.968], [-7.622, 20.348, -19.961], [-4.003, 23.436, -12.595], [-2.354, 20.046, -11.678], [-11.256, 19.347, -7.582], [-5.057, 19.789, -8.701], [-6.206, 13.120, -11.083], [-6.094, 13.561, -23.810], [-1.088, 19.013, -10.962], [-6.061, 13.313, -17.755], [-10.520, 19.759, -19.996], [-12.140, 25.031, -8.440], [-11.895, 23.441, -9.029], [-11.199, 15.529, -16.881], [-8.995, 13.807, -11.422], [-8.862, 18.638, -10.581], [-6.376, 9.655, -14.046], [-8.953, 23.986, -13.032], [-9.004, 12.551, -15.774], [-6.957, 20.878, -16.193], [-9.551, 22.777, -10.368], [-10.667, 21.409, -10.856], [-7.204, 18.634, -15.969], [-3.227, 13.864, -13.763], [-4.259, 25.556, -11.636], [-1.432, 24.991, -14.408], [-6.670, 24.762, -15.799], [-10.386, 24.845, -13.365], [-5.399, 15.483, -11.721], [-8.994, 11.304, -12.273], [-0.083, 19.909, -8.539], [-2.347, 18.643, -17.045], [-5.424, 15.343, -14.339], [-3.879, 15.170, -19.760], [-11.649, 15.627, -13.383], [-6.242, 19.446, -19.326], [-6.888, 23.244, -4.705], [-12.880, 14.510, -13.851], [-9.886, 18.579, -8.377], [-0.293, 19.676, -18.134], [-4.866, 12.647, -22.950], [-13.897, 14.814, -11.548], [-11.926, 21.796, -13.309], [1.490, 21.523, -16.549], [-8.128, 14.635, -19.618], [-7.448, 19.830, -13.608], [-5.426, 21.712, -5.622], [-10.532, 24.558, -9.097], [-0.621, 21.481, -7.984], [-5.735, 18.615, -17.051], [-2.052, 11.183, -12.105], [-3.884, 22.670, -14.240], [-2.156, 16.235, -17.948], [-13.568, 26.023, -11.562], [-4.483, 25.832, -8.463], [-7.674, 21.462, -9.287], [-6.090, 25.170, -6.224], [-7.330, 17.691, -10.427], [-10.042, 18.581, -6.620], [-2.767, 13.868, -10.758], [-5.278, 22.479, -13.288], [-4.823, 13.591, -13.096], [-14.227, 24.922, -10.505], [-6.793, 25.890, -13.499], [-0.916, 15.782, -19.061], [-8.810, 11.541, -9.827], [-12.888, 18.892, -9.710], [0.047, 15.893, -10.851], [-10.674, 15.034, -7.651], [-7.297, 15.496, -18.329], [-11.622, 16.582, -11.042], [-7.748, 13.601, -15.176], [-4.014, 7.784, -11.823], [-8.168, 22.046, -7.750], [-5.887, 9.688, -10.368], [-12.256, 14.247, -11.520], [-7.410, 11.751, -12.778], [-14.933, 17.204, -9.686], [-10.665, 22.276, -17.074], [-7.704, 23.405, -6.174], [-4.071, 18.678, -12.849], [-3.199, 27.334, -12.617], [-8.980, 26.221, -11.971], [-7.485, 15.455, -12.261], [-5.945, 23.124, -15.812], [-0.694, 16.065, -8.012], [-2.109, 22.668, -9.560], [-3.422, 13.704, -11.999], [-0.588, 21.358, -18.733], [-11.070, 13.650, -16.932], [-7.446, 16.156, -19.947], [-6.671, 24.437, -9.787], [-2.149, 10.460, -13.604], [-10.305, 21.895, -13.906], [-1.900, 14.563, -18.173], [-7.163, 23.486, -14.703], [-0.419, 22.717, -17.658], [-5.127, 11.914, -14.826], [-9.862, 17.111, -13.206], [-13.509, 17.930, -15.444], [-11.400, 21.174, -19.457], [-2.949, 24.084, -15.680], [-0.143, 14.388, -8.344], [-13.856, 23.590, -11.801], [-3.867, 20.873, -18.229], [-5.293, 8.183, -13.867], [-6.356, 24.672, -12.354], [-7.793, 20.264, -11.985], [-0.257, 15.256, -14.835], [-9.755, 21.358, -19.705], [0.282, 23.295, -14.554], [-1.618, 14.699, -7.519], [1.913, 20.870, -15.113], [-13.610, 19.522, -13.391], [-8.276, 13.113, -9.158], [-4.927, 15.612, -21.813], [-9.871, 21.100, -15.971], [-4.792, 24.099, -5.938], [-8.633, 12.440, -22.690], [-2.220, 26.942, -16.044], [-15.626, 16.822, -14.436], [-8.158, 20.300, -7.909], [-5.677, 19.243, -11.186], [-9.300, 16.128, -7.433], [-0.635, 21.225, -10.498], [-3.484, 24.534, -7.866], [-6.379, 11.845, -23.539], [-1.837, 15.885, -15.324], [-5.452, 16.991, -10.896], [-3.445, 9.196, -10.878], [-12.791, 15.975, -9.995], [-10.167, 16.021, -8.991], [1.055, 19.768, -16.286], [-11.998, 18.964, -17.850], [-5.154, 19.045, -14.188], [-4.024, 16.498, -11.978], [-14.993, 15.231, -14.618], [-11.451, 19.422, -16.188], [-11.937, 17.444, -15.151], [-4.643, 19.839, -7.035], [-9.221, 21.777, -11.653], [-11.348, 26.456, -12.002], [1.274, 14.884, -16.457], [-9.283, 17.487, -17.208], [-13.362, 26.296, -9.741], [-3.384, 11.664, -15.364], [-9.227, 18.491, -14.209], [-4.560, 15.418, -18.184], [-4.022, 24.471, -9.497], [-6.071, 8.190, -11.438], [-15.437, 15.744, -13.016], [-0.042, 16.660, -16.885], [-8.392, 22.784, -16.536], [-8.792, 16.862, -10.748], [-12.078, 17.140, -8.291], [-7.085, 11.995, -9.825], [-7.759, 18.657, -19.798], [-0.158, 19.718, -13.701], [-1.506, 26.321, -13.408], [-7.181, 17.581, -17.262], [-6.763, 25.544, -8.439], [-1.588, 20.036, -19.217], [-1.631, 12.094, -13.751], [-2.010, 18.430, -14.514], [-12.400, 20.482, -17.267], [-10.128, 14.572, -14.931], [-4.935, 16.509, -19.503], [-6.605, 21.420, -17.788], [-7.663, 24.033, -8.288], [-12.447, 17.423, -6.039], [-6.998, 20.916, -5.655], [-8.828, 12.765, -13.273], [-5.527, 20.497, -12.369], [-4.077, 16.443, -14.609], [-8.794, 12.945, -21.088], [-8.015, 13.458, -16.968], [-4.847, 12.643, -18.849], [-2.319, 24.883, -12.864], [-3.869, 27.567, -16.025]], "lowdin_charge": [-0.01, -0.08, 0.00, -0.05, -0.09, -0.04, -0.01, -0.01, -0.02, -0.06, -0.07, -0.01, -0.01, -0.02, -0.04, -0.08, -0.09, -0.12, -0.08, -0.10, -0.13, -0.10, -0.12, -0.15, -0.05, -0.50, -0.18, -0.16, -0.13, -0.17, 0.00, -0.04, -0.04, -0.44, -0.48, -0.10, -0.49, -0.02, -0.48, -0.20, -0.44, -0.43, -0.02, -0.01, -0.47, -0.04, -0.02, -0.02, -0.45, -0.11, -0.04, -0.17, -0.13, -0.03, -0.02, -0.44, -0.04, -0.10, -0.15, -0.03, -0.04, -0.01, -0.44, -0.02, -0.02, -0.05, -0.18, -0.13, -0.46, 0.00, -0.20, -0.41, -0.14, -0.01, -0.44, -0.02, -0.17, -0.11, -0.49, -0.03, -0.04, -0.02, -0.15, -0.17, 0.00, -0.03, -0.45, -0.47, -0.05, -0.02, -0.03, -0.03, -0.45, -0.11, -0.04, -0.04, -0.05, -0.02, -0.45, -0.05, -0.05, -0.48, -0.08, -0.09, 0.00, -0.44, -0.03, -0.10, -0.15, -0.48, -0.13, -0.03, -0.17, -0.02, -0.16, -0.44, -0.02, -0.04, -0.02, -0.06, -0.05, -0.02, -0.48, 0.08, 0.10, 0.08, 0.08, 0.10, 0.10, 0.06, 0.12, 0.10, 0.06, 0.10, 0.07, 0.12, 0.06, 0.08, 0.09, 0.03, 0.08, 0.08, 0.07, 0.09, 0.07, 0.10, 0.12, 0.07, 0.08, 0.05, 0.09, 0.08, 0.08, 0.08, 0.11, 0.07, 0.08, 0.11, 0.06, 0.11, 0.09, 0.07, 0.07, 0.08, 0.07, 0.06, 0.06, 0.07, 0.06, 0.06, 0.07, 0.08, 0.09, 0.08, 0.08, 0.08, 0.07, 0.13, 0.08, 0.11, 0.10, 0.08, 0.09, 0.06, 0.08, 0.07, 0.09, 0.09, 0.07, 0.10, 0.11, 0.06, 0.08, 0.08, 0.11, 0.06, 0.07, 0.09, 0.07, 0.11, 0.12, 0.05, 0.07, 0.08, 0.11, 0.07, 0.07, 0.06, 0.11, 0.11, 0.07, 0.08, 0.08, 0.09, 0.06, 0.05, 0.09, 0.08, 0.07, 0.11, 0.07, 0.08, 0.01, 0.06, 0.07, 0.08, 0.11, 0.08, 0.08, 0.07, 0.07, 0.08, 0.07, 0.10, 0.06, 0.08, 0.06, 0.08, 0.11, 0.06, 0.07, 0.12, 0.09, 0.10, 0.11, 0.11, 0.05, 0.06, 0.07, 0.10, 0.05, 0.07, 0.08, 0.08, 0.08, 0.06, 0.06, 0.08, 0.07, 0.07, 0.10, 0.06, 0.07, 0.08, 0.05, 0.08, 0.10, 0.08, 0.12, 0.10, 0.09, 0.07, 0.06, 0.08, 0.07, 0.07, 0.09, 0.08, 0.08, 0.10, 0.10, 0.08, 0.08, 0.09, 0.07, 0.10, 0.09, 0.13, 0.07, 0.08, 0.06, 0.08, 0.08, 0.11, 0.05, 0.06, 0.08, 0.11, 0.08, 0.08, 0.07, 0.07, 0.08, 0.06, 0.12, 0.09, 0.05, 0.09, 0.11, 0.07, 0.07, 0.05, 0.09, 0.07, 0.12, 0.08, 0.07, 0.10, 0.07, 0.07, 0.13, 0.08, 0.05, 0.09, 0.08, 0.09, 0.10, 0.09, 0.11, 0.07, 0.10, 0.07, 0.09, 0.12, 0.06, 0.09, 0.06, 0.06, 0.05, 0.11, 0.07, 0.09]}